No. 1
This record from OMol25 describes C2H3N3O4 in the gas phase. The level of theory is the ωB97M-V functional and the def2-TZVPD basis.

Cartesian coordinates (Å):
C: 1.63811 -1.09351 -0.31501
C: -0.13803 0.57625 -0.21252
N: 2.14272 -2.09598 -0.08894
N: 1.09045 0.07588 -0.59935
N: -0.91395 -0.18187 0.56592
O: -0.50119 1.69072 -0.57632
O: 1.82867 0.95086 -1.41085
O: -0.62562 -1.44421 1.03823
O: -2.15349 0.30355 0.96183
H: 1.24044 1.73312 -1.49497
H: -1.39050 -1.70416 1.57657
H: -2.21760 1.18934 0.55540

Cartesian forces, eV/Å:
C 0.2 0.4 -0.3
C -0.3 -0.4 0.4
N 0.4 -0.7 0.1
N -0.3 0.8 -0.2
N -0.5 0.4 0.1
O 0.0 0.1 -0.1
O 0.3 -0.1 -0.1
O -0.1 0.2 -0.1
O 0.1 -0.4 0.1
H -0.1 -0.3 0.2
H 0.0 0.2 -0.1
H 0.3 -0.1 -0.1

## Properties
**Strongest force on any atom**: 0.84 eV/Å
**Highest occupied orbital energy**: -0.3460 Eh
**Spin multiplicity**: 1
**Total charge**: 0
**Energy relative to the best compared isomer or geometry (same formula, charge and spin)**: 326.18 kJ/mol
**Frontier orbital gap**: 9.7 eV

Mulliken atomic charge list, values in e, 4 entries: 0.47, 0.50, -0.43, 0.12

No. 2
This record from OMol25 describes a molecular structure, C39H40N6O5PS3Y. The level of theory is the ωB97M-V functional and the def2-TZVPD basis.

Cartesian coordinates (Å):
Y: -0.00163 0.11325 0.10983
S: 0.93896 -7.35637 2.80227
N: -0.11784 -6.18013 3.16202
C: 0.26956 -5.09348 2.51894
C: -0.41155 -3.80319 2.54354
C: -1.55740 -3.62500 3.23317
C: -2.18885 -2.34307 3.24188
C: -1.60917 -1.36550 2.49257
N: -0.47102 -1.46608 1.76547
C: 0.22572 -2.70019 1.80722
C: 1.41009 -2.88650 1.15318
N: 2.14025 -1.81820 0.53528
C: 3.07605 -2.08374 -0.43344
C: 3.49000 -3.32470 -0.75437
C: 2.97742 -4.42676 0.02998
C: 2.01682 -4.20673 0.94721
C: 1.45006 -5.29130 1.74770
N: 1.92496 -6.51994 1.82351
H: -1.97985 -4.46358 3.77262
H: -3.09020 -2.14846 3.80320
H: -2.07553 -0.38843 2.47187
H: 3.48152 -1.19901 -0.90824
H: 4.22740 -3.46565 -1.52868
H: 3.36428 -5.42810 -0.10068
C: -0.03840 -2.78995 -1.88902
O: -0.89083 -1.97592 -1.08216
C: -2.20100 -1.86616 -1.60778
C: -3.10863 -1.36499 -0.51995
O: -2.66159 -0.06846 -0.13326
C: -3.63145 0.62831 0.63672
H: -0.47658 -3.78801 -1.97547
H: 0.92360 -2.85512 -1.39709
H: 0.08827 -2.34367 -2.87879
H: -2.55693 -2.84664 -1.94608
H: -2.20349 -1.18121 -2.46718
H: -3.08440 -2.02975 0.35042
H: -4.13403 -1.29822 -0.90308
H: -4.52445 0.80770 0.03118
H: -3.19635 1.58420 0.92707
H: -3.90001 0.06162 1.53082
O: 1.30732 2.04821 -0.70644
S: 1.80310 1.29575 -1.88368
O: 3.22410 1.19357 -1.99797
O: 1.06542 -0.00178 -1.89056
C: 1.16069 2.11222 -3.31160
C: 2.03027 2.30952 -4.37116
C: 1.54455 2.83256 -5.56289
C: 0.19978 3.13113 -5.67974
C: -0.66125 2.93077 -4.60796
C: -0.20216 2.42754 -3.39669
P: -1.30756 2.26510 -1.91190
C: -2.94537 1.98578 -2.67607
C: -3.10231 0.99578 -3.64675
C: -4.36044 0.65977 -4.12237
C: -5.48535 1.30873 -3.63108
C: -5.34099 2.29325 -2.66539
C: -4.08033 2.62712 -2.18924
C: -1.41082 4.03991 -1.44953
C: -0.94946 4.45589 -0.20917
C: -1.00727 5.79760 0.15171
C: -1.52251 6.73398 -0.72703
C: -1.98820 6.32643 -1.97354
C: -1.93142 4.99164 -2.32862
H: 3.07072 2.04698 -4.25043
H: 2.21602 2.99324 -6.39528
H: -0.18949 3.52936 -6.60768
H: -1.70961 3.17000 -4.72856
H: -2.23368 0.48290 -4.04464
H: -4.46137 -0.10659 -4.87954
H: -6.46765 1.05123 -4.00411
H: -6.20970 2.81026 -2.27963
H: -3.98556 3.40242 -1.43766
H: -0.55350 3.73674 0.49348
H: -0.64834 6.10042 1.12651
H: -1.56693 7.77773 -0.44665
H: -2.39525 7.05004 -2.66694
H: -2.30812 4.69195 -3.29933
C: 2.05111 -0.44886 1.06688
H: 2.93729 0.09021 0.71916
H: 2.11404 -0.50935 2.15434
C: 0.63003 0.49452 4.94347
N: 1.41694 1.29626 4.03370
C: 2.86152 1.42451 4.19293
C: 3.29088 2.18121 2.92074
N: 2.01198 2.45710 2.27251
C: 0.99156 1.86169 2.91019
S: -0.63472 1.88483 2.36956
H: 1.09405 -0.48998 5.04010
H: -0.36806 0.36761 4.53414
H: 0.57468 0.97072 5.92392
H: 3.30825 0.43035 4.26024
H: 3.09484 1.97677 5.10559
H: 3.92500 1.57201 2.27839
H: 3.81047 3.11004 3.15589
H: 1.93192 2.63785 1.28246

Cartesian forces, eV/Å:
Y -1.1 -0.7 0.5
S 0.0 0.1 0.0
N -0.1 0.1 0.0
C -0.1 0.1 0.1
C 0.3 -0.1 -0.1
C -0.2 0.1 0.1
C 0.0 -0.2 0.0
C 0.3 0.1 0.0
N -0.2 -0.3 0.1
C -0.2 0.0 0.1
C 0.4 -0.2 0.0
N -0.4 0.2 -0.3
C 0.0 0.1 0.1
C -0.1 -0.1 0.2
C 0.2 0.1 -0.2
C -0.3 0.0 0.2
C 0.1 0.0 -0.1
N 0.1 0.0 -0.1
H 0.0 0.0 0.0
H 0.0 0.0 0.0
H 0.1 0.0 0.0
H 0.0 0.0 0.0
H 0.0 0.0 0.0
H 0.0 0.0 0.0
C -0.1 0.0 -0.1
O 0.1 0.2 0.0
C 0.0 -0.1 0.0
C -0.1 0.0 0.0
O 0.2 0.0 0.1
C 0.0 0.1 -0.1
H 0.0 0.0 0.0
H 0.0 0.0 0.0
H 0.0 0.0 0.0
H 0.1 0.0 0.0
H 0.0 -0.1 0.1
H 0.0 0.0 0.0
H 0.0 0.0 0.0
H 0.0 0.0 0.0
H 0.0 0.0 0.0
H 0.0 0.0 0.0
O 0.2 0.1 0.0
S -0.2 0.0 -0.1
O 0.0 0.0 -0.1
O 0.5 0.1 -0.2
C 0.0 0.0 -0.1
C -0.1 0.1 -0.1
C 0.1 0.0 0.1
C -0.1 0.0 0.0
C 0.0 0.0 0.0
C 0.1 -0.1 0.1
P 0.0 0.3 -0.2
C 0.1 -0.1 -0.1
C 0.0 0.0 0.0
C 0.0 0.0 0.0
C 0.0 0.0 0.0
C 0.0 0.0 0.0
C -0.1 0.0 0.1
C -0.1 0.0 -0.1
C 0.0 0.0 0.1
C 0.0 0.0 0.0
C 0.0 0.0 0.0
C 0.0 0.0 0.1
C 0.0 0.0 -0.1
H 0.0 0.0 0.0
H 0.0 0.0 0.0
H 0.0 0.0 0.0
H 0.0 0.0 0.0
H 0.0 0.0 0.0
H 0.0 0.0 0.0
H 0.0 0.0 0.0
H 0.0 0.0 0.0
H 0.0 0.0 0.0
H 0.0 -0.1 0.0
H 0.0 0.0 0.0
H 0.0 0.0 0.0
H 0.0 0.0 0.0
H 0.0 0.0 0.1
C 0.4 0.1 0.3
H 0.1 -0.1 0.0
H 0.0 -0.1 0.3
C 0.1 -0.1 0.0
N -0.1 0.0 0.0
C 0.0 0.0 0.0
C 0.0 0.0 0.0
N -0.1 0.0 0.1
C -0.2 0.0 -0.2
S 0.3 0.1 -0.2
H 0.0 0.0 0.0
H 0.0 0.0 0.0
H 0.0 0.0 0.0
H 0.0 0.0 0.0
H 0.0 0.0 0.0
H 0.0 0.0 0.0
H 0.0 0.0 0.0
H 0.0 0.0 -0.1

## Properties
**Strongest force on any atom**: 1.36 eV/Å
**Highest occupied orbital energy**: -0.1662 Eh
**Spin multiplicity**: 1
**Total charge**: 0
**Energy relative to the best compared isomer or geometry (same formula, charge and spin)**: 151.22 kJ/mol
**Frontier orbital gap**: 4.8 eV

Mulliken atomic charge list, values in e, 4 entries: -0.30, 0.05, -0.73, 1.25

No. 3
This record from OMol25 describes a molecular structure, C39H26Cl2IN7O8V. The level of theory is the ωB97M-V functional and the def2-TZVPD basis.

Cartesian coordinates (Å):
V: 0.24615 -0.40012 -0.24601
Cl: 5.71041 -4.57607 -0.59152
C: 4.51546 -3.38002 -0.99804
C: 3.36044 -3.31184 -0.23650
C: 2.37768 -2.37103 -0.54176
N: 1.19113 -2.16789 0.16654
C: 0.78875 -2.93860 1.18803
O: 1.24192 -4.00934 1.58502
C: -0.39547 -2.33794 1.91388
C: -0.90449 -2.95842 3.04375
C: -1.96339 -2.36799 3.70711
C: -2.48405 -1.17638 3.22095
C: -1.91149 -0.61994 2.09425
N: -0.89509 -1.18776 1.45195
C: 2.57031 -1.49871 -1.62888
C: 3.73418 -1.57938 -2.37418
C: 4.70868 -2.51176 -2.06147
Cl: 6.15006 -2.57511 -3.03550
N: 1.52333 -0.58813 -1.95427
C: 1.07287 -0.71783 -3.22302
O: 1.48855 -1.49870 -4.08188
C: -0.04327 0.19141 -3.70439
C: -0.99347 -0.35989 -4.57306
C: -1.95626 0.45772 -5.12085
C: -1.93112 1.81623 -4.81666
C: -0.95126 2.26948 -3.95500
N: -0.03230 1.47825 -3.39857
H: 3.21821 -3.98485 0.59354
H: -0.43718 -3.87565 3.37104
H: -2.37195 -2.82058 4.60205
H: -3.29922 -0.66941 3.71773
H: -2.25531 0.32712 1.69830
H: 3.87914 -0.91911 -3.21603
H: -0.93436 -1.41486 -4.79991
H: -2.71986 0.04941 -5.77147
H: -2.65908 2.50322 -5.22971
H: -0.88984 3.32154 -3.68864
C: -2.63468 -3.14871 -2.49358
C: -3.16854 -1.75159 -2.42746
N: -4.31882 -1.46577 -2.97932
C: -4.78160 -0.19960 -2.92066
C: -4.10918 0.82157 -2.30402
C: -4.71601 2.19701 -2.28879
O: -5.29286 2.56122 -1.03402
C: -2.85849 0.54190 -1.70271
C: -2.11686 1.60243 -1.05357
N: -0.98490 1.51765 -0.45377
C: -0.66820 2.68641 0.31918
C: -1.62532 3.10502 1.24341
C: -1.41130 4.18821 2.07467
C: -0.21104 4.87234 1.99786
C: 0.74881 4.46716 1.08664
C: 0.53453 3.38244 0.24249
I: 2.06119 2.91442 -1.08389
C: -2.35112 -0.76790 -1.75715
O: -1.20981 -1.13451 -1.30777
H: -3.37912 -3.80795 -2.93519
H: -2.35454 -3.49898 -1.49893
H: -1.71764 -3.17702 -3.08748
H: -5.74055 -0.01902 -3.39430
H: -5.53651 2.22975 -3.00524
H: -3.97957 2.94761 -2.59987
H: -4.67505 2.32649 -0.33425
H: -2.60436 2.57848 -1.06008
H: -2.52849 2.51743 1.35506
H: -2.16301 4.46659 2.80195
H: -0.00519 5.70417 2.65921
H: 1.69266 4.99139 1.02751
O: 0.10852 1.28788 2.87532
C: 1.12601 0.81676 2.36412
O: 1.22492 0.60736 1.06719
C: 2.30434 0.46491 3.17875
C: 2.27097 0.70427 4.56311
C: 3.34256 0.41235 5.37009
C: 4.51564 -0.13881 4.80596
C: 4.55537 -0.39696 3.41795
C: 3.46817 -0.09701 2.62857
N: 5.60719 -0.41583 5.60894
O: 6.65348 -0.90890 5.08610
O: 5.52956 -0.18123 6.85837
H: 1.36986 1.13280 4.98270
H: 3.32498 0.59417 6.43401
H: 5.45185 -0.83142 3.00227
H: 3.50336 -0.29599 1.56386

Cartesian forces, eV/Å:
V 0.8 0.0 0.5
Cl 0.0 0.0 0.0
C 0.0 0.0 0.0
C 0.0 0.0 0.1
C 0.1 0.0 0.0
N -0.1 0.3 0.0
C 0.1 0.0 -0.1
O 0.0 0.0 0.0
C -0.1 0.0 0.0
C 0.0 0.0 0.0
C 0.0 0.1 0.0
C 0.0 -0.1 0.0
C 0.0 0.1 -0.1
N 0.1 0.0 -0.1
C -0.1 0.0 -0.2
C 0.1 0.0 0.1
C 0.0 0.0 0.0
Cl 0.0 0.0 0.0
N -0.4 -0.3 0.3
C 0.2 0.2 0.0
O 0.0 -0.1 0.0
C -0.1 0.0 -0.1
C 0.1 0.0 0.0
C 0.0 0.0 0.0
C 0.0 0.0 0.0
C 0.0 0.0 0.0
N 0.1 0.0 0.0
H 0.0 0.0 0.0
H 0.0 0.0 0.0
H 0.0 0.0 0.0
H 0.0 0.0 0.0
H 0.0 -0.1 0.0
H 0.0 0.0 0.0
H 0.0 0.0 0.0
H 0.0 0.0 0.0
H 0.0 0.0 0.0
H 0.0 0.0 0.0
C 0.0 0.0 0.0
C 0.2 0.0 0.1
N -0.1 -0.1 0.0
C 0.0 0.1 0.1
C -0.1 0.0 -0.1
C 0.0 0.0 0.0
O 0.0 0.0 0.0
C 0.3 0.1 0.2
C -0.2 -0.1 -0.1
N 0.2 0.1 0.2
C -0.1 -0.2 -0.1
C 0.0 0.1 0.1
C 0.0 0.0 0.0
C 0.0 0.0 0.0
C 0.0 0.0 0.0
C 0.0 0.1 0.1
I 0.0 0.0 0.0
C -0.2 0.0 -0.4
O -0.5 -0.1 0.0
H 0.0 0.0 0.0
H 0.0 0.0 0.0
H 0.0 0.0 0.0
H 0.0 0.0 0.0
H 0.0 0.0 0.0
H 0.0 0.0 0.0
H 0.0 0.0 0.0
H 0.0 0.0 0.1
H 0.0 0.0 0.0
H 0.0 0.0 0.0
H 0.0 0.0 0.0
H 0.0 0.0 0.0
O -0.1 -0.1 -0.1
C 0.1 -0.1 0.4
O -0.2 -0.2 -0.4
C 0.0 0.1 -0.1
C 0.0 0.0 0.0
C 0.0 0.0 0.0
C 0.0 0.0 0.0
C 0.0 0.0 -0.1
C 0.0 0.0 0.0
N -0.1 -0.1 0.0
O 0.1 0.0 0.0
O 0.0 0.0 0.1
H 0.0 0.0 0.0
H 0.0 0.0 0.0
H 0.0 0.0 0.0
H 0.0 0.0 0.0

## Properties
**Strongest force on any atom**: 0.92 eV/Å
**Highest occupied orbital energy (alpha / beta)**: -0.0062 / -0.1218 Eh
**Spin multiplicity**: 4
**Total charge**: -2
**Energy relative to the best compared isomer or geometry (same formula, charge and spin)**: 0.00 kJ/mol
**⟨S²⟩**: 3.783
**Frontier orbital gap (alpha / beta)**: 3.6 / 6.7 eV

Mulliken atomic charge list, values in e, 4 entries: -0.42, -0.25, 0.16, -1.09

Question: Look up the energy relative to the best compared isomer or geometry (same formula, charge and spin) of the second one.
Answer: 151.22 kJ/mol